The following is a DFT calculation (the ωB97M-V functional and the def2-TZVPD basis) of a structure of composition C34H61AlCl5F2Mg2N3O9P in a non-equilibrium geometry.

The geometry in XYZ format:
```
118
Properties=species:S:1:pos:R:3:forces:R:3:mulliken_charge:R:1
C -3.689 0.574 -3.950 -0.18 -0.71 -0.47 -0.99
C -2.490 -0.431 -3.907 -0.86 0.14 -1.20 -0.37
O -1.505 -0.112 -2.866 -1.05 -1.60 0.66 -0.19
C -1.629 -1.047 -1.847 -0.32 0.15 1.03 1.17
C -2.222 -0.636 -0.598 0.69 -1.77 -0.28 0.00
C -2.645 0.857 -0.464 0.96 -0.33 -0.20 -0.01
C -1.378 1.814 -0.592 -0.61 0.65 -0.22 0.17
C -1.891 3.220 -1.098 0.42 0.06 -0.08 -0.91
O -2.466 3.180 -2.425 -0.80 -0.30 0.93 0.15
C -3.867 3.557 -2.341 -0.10 0.04 0.00 -1.08
C -2.384 -1.679 0.475 0.58 -0.55 -1.78 0.13
C -3.048 -1.209 1.792 0.20 0.55 0.30 -1.27
C -1.967 -0.515 2.741 -0.35 -0.20 -0.33 -0.70
C -1.929 -3.060 0.233 -0.38 2.71 0.03 0.18
C -2.170 -4.109 1.362 0.21 -0.40 -0.54 -0.86
C -0.906 -4.983 1.735 -0.56 -1.62 -1.47 0.47
C -1.297 -6.481 1.433 -0.75 0.55 -0.91 -0.28
F -0.278 -7.378 1.826 -0.67 0.89 0.61 -0.33
C -1.302 -3.413 -1.068 -0.30 -0.07 0.98 -0.14
N -0.890 -4.726 -1.232 0.85 1.52 -2.29 0.13
C -0.288 -4.971 -2.420 -0.91 0.37 1.22 -0.75
C 0.254 -6.419 -2.667 0.13 0.23 -0.75 0.17
Cl 0.368 -7.387 -1.142 0.29 0.78 -0.61 -0.16
C -0.589 -7.246 -3.727 0.43 2.31 -0.86 -0.72
C -2.025 -6.664 -3.981 0.56 -1.14 0.63 -0.82
C -0.124 -3.907 -3.444 -0.03 -0.37 -1.01 0.18
P 0.779 -4.387 -5.043 2.05 0.77 0.08 0.42
O 2.236 -4.592 -4.760 -1.29 -0.33 0.00 -0.61
N -0.552 -2.610 -3.351 0.55 -3.79 2.06 -0.54
C -1.128 -2.426 -2.121 -1.09 2.90 1.38 0.15
H -4.329 0.276 -4.831 0.67 0.22 0.80 0.50
H -3.387 1.631 -4.115 -0.07 -0.88 0.41 -0.14
H -4.353 0.433 -3.054 0.72 0.42 -0.73 0.30
H -1.960 -0.461 -4.899 -0.33 0.16 1.07 0.35
H -2.945 -1.450 -3.750 0.70 0.89 0.00 0.38
H -3.354 1.069 -1.303 0.73 -0.07 0.75 -0.67
H -3.143 1.113 0.499 0.26 -0.49 -0.79 0.58
H -0.873 1.980 0.403 -0.63 -0.24 -0.80 -0.05
H -0.598 1.401 -1.274 -0.78 0.35 0.36 0.26
H -2.692 3.602 -0.408 1.01 -0.24 -0.32 0.44
H -1.043 3.958 -1.156 -0.73 -0.67 0.35 0.21
H -4.411 2.946 -1.563 0.54 0.59 -0.67 0.33
H -4.386 3.363 -3.317 0.74 0.40 0.83 0.31
H -3.895 4.636 -2.052 -0.36 -0.77 -0.34 0.36
H -3.611 -2.020 2.329 0.76 0.71 -0.57 0.55
H -3.819 -0.411 1.607 0.67 -1.00 -0.15 0.43
H -2.385 -0.436 3.782 0.61 -0.08 -0.96 0.43
H -1.718 0.520 2.375 -0.33 -1.01 0.32 0.19
H -1.013 -1.099 2.703 -0.74 0.37 0.34 0.15
H -2.972 -4.804 0.977 0.80 0.50 0.50 0.42
H -2.572 -3.673 2.305 0.30 0.00 -1.00 0.25
H -0.651 -4.975 2.849 -0.99 1.72 -2.46 -0.74
H 0.030 -4.715 1.190 -0.70 -0.12 0.53 0.40
H -2.294 -6.720 1.907 1.23 -0.10 0.06 0.44
H -1.463 -6.617 0.330 0.40 0.32 1.09 0.23
H 1.300 -6.283 -3.066 -0.87 -0.37 0.47 0.47
H 0.034 -7.278 -4.672 -0.76 -0.43 0.78 0.43
H -0.593 -8.370 -3.339 -1.11 0.00 0.36 0.46
H -1.989 -5.743 -4.612 -0.20 -0.76 0.45 0.26
H -2.476 -6.462 -2.973 0.23 -0.02 -1.04 0.16
H -2.628 -7.482 -4.452 0.45 0.99 0.23 0.40
H 0.591 -3.294 -5.952 -0.59 -0.49 0.57 0.17
H 0.110 -5.497 -5.623 -0.11 0.46 0.28 0.12
C -0.943 6.351 -2.833 -0.81 -0.63 0.00 0.04
O -1.627 6.965 -2.051 0.51 0.11 0.00 -0.53
N 0.385 6.597 -3.090 1.01 -0.13 -0.34 0.23
C 1.112 5.822 -4.031 -2.35 0.98 -0.04 -0.29
C 1.057 7.670 -2.383 -0.15 0.26 -0.04 -1.00
H -1.348 5.514 -3.424 0.13 -0.01 -0.05 0.41
H 1.971 5.326 -3.508 1.79 -0.99 0.89 0.15
H 1.501 6.478 -4.817 0.72 -0.15 0.13 0.39
H 0.480 5.057 -4.480 0.16 0.09 0.25 0.18
H 1.005 7.478 -1.309 -0.02 0.07 -0.02 0.33
H 0.548 8.613 -2.594 0.03 0.00 0.14 0.35
H 2.097 7.736 -2.695 -0.10 -0.13 -0.05 0.41
Mg -0.186 -5.662 4.186 0.84 -1.61 1.99 0.72
O 3.367 4.543 -2.544 -0.72 0.77 -0.93 -0.58
H 2.935 4.054 -1.836 -0.34 -0.15 0.16 0.27
C 3.842 4.227 6.559 -0.49 -0.06 0.11 -0.62
O 3.230 2.962 6.368 0.75 -0.01 -0.22 0.02
C 1.887 2.930 6.861 0.02 -0.41 0.08 -0.67
C 1.216 1.635 6.440 -0.34 0.17 -0.13 -0.49
O 0.674 1.689 5.125 0.37 -0.04 0.00 -0.43
C 1.614 1.603 4.058 -0.50 -0.21 0.06 -0.26
C 2.137 0.194 3.833 0.43 0.32 0.02 -0.73
O 3.219 -0.082 4.723 0.12 0.07 0.16 -0.07
C 3.611 -1.444 4.671 0.08 0.13 -0.04 -0.85
H 3.863 4.493 7.620 0.05 0.11 -0.03 0.23
H 4.871 4.164 6.192 0.10 0.16 0.06 0.14
H 3.316 4.997 5.989 0.09 0.09 0.07 0.31
H 1.327 3.787 6.475 0.00 -0.02 0.01 0.37
H 1.926 2.983 7.955 -0.08 0.08 0.01 0.42
H 0.358 1.472 7.095 0.01 0.07 -0.04 0.41
H 1.883 0.778 6.558 0.15 0.10 0.01 0.21
H 2.428 2.320 4.190 0.11 -0.10 0.00 0.00
H 1.058 1.902 3.167 0.00 -0.03 0.05 0.40
H 2.514 0.107 2.806 -0.14 -0.07 -0.07 0.52
H 1.332 -0.532 3.990 -0.04 0.04 -0.02 0.32
H 2.794 -2.091 5.006 0.00 -0.04 -0.05 0.26
H 4.459 -1.581 5.343 -0.04 0.03 0.00 0.28
H 3.918 -1.720 3.657 -0.05 -0.08 0.01 0.34
C 6.311 1.382 8.219 -0.03 -0.75 0.30 0.77
Cl 6.259 2.685 9.428 1.06 0.16 -0.74 -0.03
Cl 7.579 1.709 7.010 0.16 0.07 0.23 -0.04
Cl 6.582 -0.171 8.991 -0.05 0.32 -0.19 -0.03
H 5.348 1.350 7.710 0.02 0.13 0.08 -0.42
F -1.768 -9.006 -2.736 0.71 -0.01 -0.11 -0.47
Mg 4.188 2.716 10.877 -1.06 0.01 0.77 0.32
C 0.174 1.738 -6.146 0.74 -1.42 0.83 -0.83
C -0.432 3.115 -6.598 -1.13 0.09 -1.39 -0.14
O 0.309 4.041 -6.043 0.05 -0.33 0.01 -0.42
H 0.146 1.628 -5.061 -0.05 0.24 -0.07 0.16
H -0.409 0.920 -6.578 -0.24 0.34 -0.21 0.33
H 1.206 1.619 -6.480 -0.10 0.35 -0.06 0.41
H -1.501 3.061 -6.319 0.12 0.13 0.88 0.18
H -0.475 3.065 -7.699 0.71 0.30 -0.04 0.35
Cl 1.389 -1.326 -4.257 -0.79 -0.07 0.38 -0.08
Al 5.768 2.187 5.016 -0.59 -0.15 -0.47 0.82
```
Positions in Å, forces in eV/Å.

Computed properties:
highest occupied orbital energy = -12.38 eV
DFT total energy = -5656.342113 hartree
charge = +3
HOMO-LUMO gap = 1.11 eV


The following is a DFT calculation (the ωB97M-V functional and the def2-TZVPD basis) of a structure of composition C34H61N6O3SSi4V.

The geometry in XYZ format:
```
110
Properties=species:S:1:pos:R:3:forces:R:3:mulliken_charge:R:1
V 0.173 0.318 0.390 -0.47 0.55 0.68 1.38
N -0.665 4.057 -2.283 0.04 0.02 -0.07 -0.19
C -1.413 3.373 -3.328 0.08 -0.06 0.01 -1.52
C -1.891 2.012 -2.838 -0.08 0.02 -0.02 1.16
C -3.097 2.089 -1.890 0.01 -0.03 0.01 -1.44
C -3.092 1.034 -0.789 -0.13 0.01 -0.14 0.29
N -1.991 1.255 0.140 0.49 -0.15 0.17 -0.15
H -1.202 4.256 -1.449 -0.02 -0.01 0.04 0.07
H -0.258 4.927 -2.600 -0.03 0.01 0.00 0.24
H -0.724 3.230 -4.165 -0.04 -0.02 -0.03 0.47
H -2.274 3.939 -3.721 -0.01 0.03 0.03 0.38
H -1.055 1.510 -2.344 -0.06 0.07 0.02 -0.66
H -2.167 1.398 -3.698 0.01 0.03 0.00 0.31
H -4.015 1.989 -2.476 -0.03 0.00 0.05 0.46
H -3.160 3.074 -1.410 0.09 0.03 -0.01 0.46
H -2.980 0.041 -1.234 0.02 0.03 0.03 -0.84
H -4.062 1.056 -0.277 0.00 -0.03 0.00 0.50
H -2.162 0.873 1.069 -0.04 -0.14 -0.12 -0.21
H -1.846 2.243 0.313 -0.12 0.03 -0.10 -0.01
O -0.282 4.903 0.830 0.07 0.05 -0.01 -0.81
S 0.078 3.681 1.521 0.03 -0.09 -0.17 1.29
O -0.970 3.055 2.285 0.00 -0.08 0.10 -0.83
N 0.718 2.581 0.552 -0.01 0.11 0.13 1.12
C 1.598 3.021 -0.418 0.13 -0.03 -0.27 -0.46
C 2.293 4.217 -0.465 -0.04 0.04 0.10 -0.48
C 3.181 4.520 -1.512 0.05 0.02 -0.05 -1.12
C 3.422 3.647 -2.532 -0.05 -0.04 0.03 -1.01
C 2.748 2.402 -2.528 0.02 -0.08 -0.05 1.54
C 2.964 1.416 -3.518 0.01 -0.02 -0.07 -1.32
C 2.293 0.228 -3.472 -0.03 0.17 0.18 -1.01
C 1.370 0.026 -2.428 0.12 0.42 0.08 0.62
N 1.150 0.923 -1.483 0.11 -0.37 -0.24 1.51
C 1.837 2.100 -1.496 -0.07 -0.13 0.02 -0.38
C 1.360 4.137 2.682 -0.05 0.00 -0.02 -0.04
C 2.076 3.142 3.332 0.00 -0.04 -0.05 -0.08
C 3.065 3.489 4.237 0.00 0.02 0.01 -0.88
C 3.338 4.828 4.492 -0.01 -0.01 -0.01 -0.51
C 2.619 5.819 3.838 0.00 -0.04 0.00 -0.71
C 1.627 5.473 2.930 -0.02 0.08 0.03 -0.34
H 2.143 4.966 0.298 -0.01 -0.04 0.00 0.33
H 3.688 5.478 -1.489 0.00 -0.01 -0.01 0.34
H 4.115 3.877 -3.332 0.01 0.01 0.00 0.39
H 3.675 1.626 -4.311 -0.01 -0.01 0.01 0.40
H 2.444 -0.553 -4.204 0.02 0.03 -0.03 0.57
H 0.793 -0.885 -2.368 -0.04 -0.02 0.08 -1.29
H 1.869 2.102 3.117 -0.06 -0.01 0.01 0.07
H 3.625 2.711 4.742 0.01 0.00 0.00 0.48
H 4.114 5.098 5.198 0.01 0.00 0.00 0.38
H 2.832 6.863 4.031 0.00 0.00 0.01 0.39
H 1.057 6.231 2.407 0.00 -0.02 -0.02 0.52
C 1.077 -0.383 4.048 0.05 0.00 0.03 -1.17
C -0.231 0.200 3.512 0.03 0.05 0.17 0.74
C -1.399 -0.316 4.353 0.02 -0.04 -0.11 -1.68
O -0.445 -0.086 2.171 0.00 -0.18 -0.34 0.13
H 1.220 -0.093 5.093 0.02 0.01 0.02 0.39
H 1.939 -0.032 3.476 -0.04 -0.02 0.04 0.11
H 1.059 -1.475 4.004 0.00 -0.01 -0.04 0.25
H -0.204 1.287 3.663 0.06 0.07 -0.04 0.03
H -1.269 -0.078 5.412 0.03 0.03 0.01 0.39
H -2.331 0.132 4.005 -0.01 -0.02 0.01 0.37
H -1.480 -1.401 4.244 -0.02 -0.01 0.02 0.21
C 0.345 -3.905 2.006 -0.04 0.07 -0.07 -0.51
Si 0.302 -3.909 0.101 0.06 -0.02 0.12 0.49
C -0.039 -5.733 -0.315 0.06 0.02 0.03 -1.25
C 2.108 -3.725 -0.517 -0.01 -0.10 0.01 -1.36
Si -0.947 -2.048 -0.596 0.01 -0.09 -0.10 0.73
Si -1.316 -2.815 -2.805 0.02 0.10 -0.04 0.52
C -2.334 -1.574 -3.817 0.03 -0.07 -0.03 -1.01
C 0.245 -3.041 -3.880 -0.09 -0.02 -0.02 -1.16
C -2.195 -4.483 -3.018 0.01 0.01 0.01 -1.15
Si -3.088 -2.663 0.216 -0.06 -0.03 0.07 0.68
C -3.329 -4.500 0.650 0.00 0.09 0.01 -1.38
C -3.498 -1.772 1.832 0.02 -0.06 0.02 -0.77
C -4.590 -2.323 -0.904 0.00 0.03 0.01 -1.19
H 1.209 -4.442 2.413 0.02 0.01 0.00 0.49
H -0.555 -4.406 2.372 0.00 -0.01 0.02 0.35
H 0.316 -2.891 2.412 0.04 0.02 0.01 -0.47
H 0.634 -6.338 0.305 -0.01 -0.02 -0.01 0.38
H 0.190 -5.963 -1.357 -0.04 0.02 -0.05 0.32
H -1.059 -6.049 -0.104 -0.04 0.02 -0.01 0.33
H 2.825 -4.084 0.231 0.01 -0.01 -0.01 0.46
H 2.235 -4.358 -1.399 0.01 0.03 -0.04 0.38
H 2.385 -2.708 -0.795 -0.03 -0.02 -0.08 0.20
H -1.753 -0.662 -3.969 -0.01 -0.01 0.01 -0.06
H -3.270 -1.299 -3.329 -0.01 0.01 0.02 0.30
H -2.571 -1.989 -4.802 -0.01 0.00 -0.01 0.57
H 0.672 -2.084 -4.184 0.03 0.01 0.02 0.23
H -0.050 -3.563 -4.797 0.02 -0.01 0.00 0.47
H 1.028 -3.629 -3.400 0.03 -0.01 0.06 0.17
H -3.202 -4.495 -2.603 -0.06 0.03 0.05 0.27
H -1.637 -5.292 -2.548 0.03 -0.04 0.03 0.24
H -2.271 -4.704 -4.087 -0.01 0.00 -0.02 0.38
H -2.597 -4.844 1.384 0.00 -0.01 -0.02 0.28
H -3.267 -5.147 -0.225 0.03 -0.01 -0.03 0.28
H -4.324 -4.622 1.091 -0.01 -0.02 0.00 0.42
H -2.949 -2.240 2.652 0.02 0.05 0.00 0.16
H -4.567 -1.858 2.049 -0.01 0.01 0.01 0.52
H -3.218 -0.718 1.832 -0.03 -0.06 -0.01 -0.01
H -4.543 -2.864 -1.848 0.01 -0.03 -0.08 0.26
H -4.750 -1.268 -1.131 0.06 0.01 0.01 0.37
H -5.476 -2.673 -0.365 -0.01 -0.02 -0.01 0.44
N 2.713 -1.263 1.287 -0.07 0.21 0.11 0.05
C 3.991 -1.293 1.689 -0.03 -0.09 0.03 -0.35
C 4.447 0.005 1.647 0.08 0.04 0.01 -1.56
C 3.349 0.757 1.202 -0.08 -0.05 0.04 -0.69
N 2.295 -0.025 0.998 -0.01 -0.16 -0.25 0.89
H 2.046 -2.014 1.201 -0.02 -0.04 0.04 -0.56
H 4.469 -2.218 1.961 0.01 -0.01 0.01 0.46
H 5.432 0.357 1.899 0.01 0.02 -0.01 0.48
H 3.271 1.818 1.037 0.02 0.01 -0.01 0.71
```
Positions in Å, forces in eV/Å.

Computed properties:
spin multiplicity = 2
highest occupied orbital energy (spin up / spin down) = -3.38 / -2.76 eV
DFT total energy = -4386.764914 hartree
charge = -1
HOMO-LUMO gap (spin up / spin down) = 5.86 / 5.22 eV
relative energy (zero: lowest compared OMol25 entry of this formula, charge and spin) = 0.0000 eV